The following is a DFT calculation (the ωB97M-V functional and the def2-TZVPD basis) of a cluster of 3 separate species, C5H12O in total.

Calculated values
Multiplicity: 1
Orbital gap (eV): 8.97
Highest occupied orbital energy (eV): -7.9
Energy above the lowest of the compared OMol25 structures with the same formula, charge and spin (kJ/mol): 550.40
LUMO energy (Eh): 0.03824

```
18
Properties=species:S:1:pos:R:3:forces:R:3:lowdin_charge:R:1
H 2.922 -1.057 0.229 -0.012 0.143 -0.017 0.080
H 2.943 0.197 -1.025 -0.012 -0.016 0.144 0.078
H -2.116 -1.142 0.883 -0.014 -0.067 -0.091 0.084
H -0.903 0.867 1.743 -0.082 -0.056 -0.131 0.056
H -2.667 -0.304 -1.406 0.142 -0.046 0.068 0.077
H 1.243 0.274 1.530 0.019 0.017 -0.150 0.117
H -1.141 -1.124 -2.084 -0.057 0.051 0.117 0.085
H -1.060 0.785 -1.259 0.017 0.119 -0.007 0.200
C 1.395 0.445 0.456 0.179 0.125 0.153 -0.269
C -1.648 -0.643 -1.251 0.011 0.035 -0.087 -0.004
H -2.470 0.949 0.791 0.134 -0.093 0.006 0.069
C -0.838 0.093 -0.287 -0.296 -0.140 0.093 -0.673
H 3.545 0.563 0.608 -0.118 -0.068 -0.070 0.077
C -1.481 0.511 0.896 0.096 0.155 -0.062 -0.027
H -2.220 -1.617 0.171 0.016 0.050 0.082 0.089
O 0.474 -0.329 -0.297 -0.057 -0.039 -0.040 -0.091
H 1.235 1.516 0.260 0.010 -0.158 -0.002 0.127
C 2.787 0.013 0.042 0.023 -0.011 -0.006 -0.074
```
Forces are in eV/Å.

---

The following is a DFT calculation (the ωB97M-V functional and the def2-TZVPD basis) of a cluster of 5 separate species, C21H50NO11S in total.

Calculated values
Multiplicity: 1
Orbital gap (eV): 7.52
Net charge: -1
Highest occupied orbital energy (eV): -5.2
LUMO energy (Eh): 0.08346

```
84
Properties=species:S:1:pos:R:3:forces:R:3:lowdin_charge:R:1
C -1.923 5.249 -5.234 0.128 -0.014 0.068 -0.209
H 2.103 -2.209 6.796 0.039 -0.015 0.036 0.120
H -1.050 4.779 -5.697 -0.015 -0.010 -0.007 0.127
H -4.571 -1.752 2.311 -0.017 -0.011 0.016 0.124
H -2.244 6.628 -6.842 0.010 0.000 -0.017 0.125
H 0.178 0.656 -1.958 -0.035 -0.023 0.012 0.127
O 1.924 -6.135 3.045 0.103 0.113 -0.102 -0.093
C 3.528 1.922 -3.068 -0.018 -0.020 -0.006 -0.136
O 2.633 -2.600 4.217 -0.006 0.084 0.027 -0.188
H -3.162 8.107 -5.065 -0.001 0.010 -0.009 0.083
C 2.238 -1.902 3.033 0.031 0.002 -0.048 -0.087
C 0.192 2.947 -2.699 0.016 0.050 0.005 -0.135
H -0.196 -1.394 6.795 -0.003 -0.046 -0.004 0.086
H 0.730 2.482 -3.531 -0.023 -0.008 -0.009 0.084
C 2.080 -5.450 1.781 -0.104 0.021 0.240 -0.245
H 2.734 -5.998 3.545 -0.103 0.031 -0.024 0.070
H 0.567 0.936 -0.255 0.001 -0.014 -0.002 0.120
H -4.003 8.259 -6.628 0.023 0.005 0.001 0.086
C 2.262 0.670 -1.501 0.103 -0.071 -0.128 -0.180
H 2.282 -0.389 -1.244 0.064 0.000 0.003 0.098
H 1.737 -0.964 3.287 -0.002 0.001 -0.004 0.079
H -2.475 4.475 -4.692 -0.012 -0.013 -0.012 0.127
N 2.783 -5.134 -1.203 -0.222 0.031 -0.340 -0.424
H -5.561 -0.354 1.849 0.012 0.009 0.008 0.121
H -0.867 2.659 -2.759 0.010 -0.024 -0.034 0.085
C -1.468 0.357 2.674 0.076 0.004 0.036 -0.098
H 1.306 -3.782 -1.910 0.052 -0.078 0.056 0.126
O 0.743 2.589 -1.455 0.008 -0.013 -0.027 -0.189
O 2.663 0.833 -2.865 -0.026 0.071 0.022 -0.187
S 2.482 -6.262 -2.457 -0.104 0.159 0.108 0.681
C 3.356 -1.782 5.109 0.005 -0.042 -0.051 -0.221
C 0.187 -1.227 5.780 -0.065 0.055 -0.039 -0.103
C -4.532 -0.716 1.958 -0.027 -0.005 -0.082 -0.217
O -4.012 6.356 -5.799 0.012 0.006 -0.003 -0.188
H 2.059 -7.274 -1.684 0.061 -0.119 0.006 -0.174
H 1.552 -2.525 2.469 0.047 -0.040 0.061 0.058
C 1.710 -4.152 -0.952 0.168 -0.083 -0.289 -0.358
H -1.916 5.357 -2.515 -0.022 -0.008 -0.006 0.080
H -1.786 7.127 -2.547 0.017 -0.008 0.000 0.090
H 3.673 2.033 -4.143 0.009 -0.015 0.001 0.082
H -4.936 8.028 -5.135 -0.010 -0.007 -0.014 0.088
H 2.578 -6.103 1.062 -0.035 0.026 0.033 0.102
C -2.138 6.257 -3.098 0.022 -0.002 0.000 -0.108
H -2.577 -1.564 -0.533 0.027 0.010 -0.035 0.090
H 3.627 -4.622 -1.439 0.069 0.019 0.363 0.047
C 2.491 -1.331 6.269 -0.015 0.020 -0.056 -0.213
H 3.095 -0.749 6.974 -0.012 0.020 -0.024 0.119
C -3.093 -1.774 0.400 0.047 0.010 -0.001 -0.099
H 0.263 4.032 -2.793 -0.004 0.000 0.010 0.080
H 4.505 1.744 -2.601 -0.004 0.022 0.017 0.086
O 1.487 -2.018 0.042 -0.444 0.251 0.232 -0.054
O -3.913 -0.652 0.689 -0.011 -0.002 0.026 -0.189
C 0.533 -4.765 -0.203 -0.209 0.186 0.196 -0.170
C 0.862 1.174 -1.279 -0.094 0.054 0.107 -0.188
C 2.320 -2.886 -0.285 -0.083 -0.255 -0.206 -0.707
H -1.619 0.507 1.603 -0.049 -0.047 -0.003 0.086
H -3.701 -2.677 0.274 -0.002 -0.008 0.025 0.087
H -2.351 -1.948 1.181 0.004 0.001 -0.009 0.085
C 0.690 -5.054 1.304 0.011 -0.065 -0.034 -0.168
H 2.961 1.194 -0.841 0.008 0.002 0.008 0.130
O 1.415 -0.523 5.823 -0.013 -0.046 0.108 -0.190
H 0.356 -4.185 1.883 0.068 -0.121 -0.073 0.097
C -2.795 5.841 -6.317 -0.069 0.003 -0.019 -0.206
H 0.295 -2.188 5.272 -0.001 0.006 -0.020 0.092
O 3.559 -2.836 -0.206 0.351 0.055 0.032 -0.036
H 3.114 2.854 -2.668 0.012 0.005 0.002 0.080
H -0.292 -4.054 -0.319 0.043 -0.135 0.019 0.102
C -3.815 0.133 2.985 0.052 -0.021 0.064 -0.214
H 4.209 -2.349 5.498 -0.014 -0.010 -0.001 0.121
H 2.698 -4.557 1.926 0.021 -0.140 -0.156 0.109
H -4.394 0.125 3.915 -0.007 0.013 -0.005 0.122
H -3.752 1.168 2.632 -0.007 0.005 -0.014 0.125
H -0.557 -0.220 2.822 0.002 0.003 -0.027 0.076
H 3.745 -0.903 4.583 0.047 0.013 0.034 0.125
H -3.220 6.333 -3.237 -0.004 -0.003 0.005 0.084
H 0.222 -5.680 -0.723 0.134 0.037 -0.023 0.086
H -3.046 5.060 -7.042 -0.002 0.000 0.014 0.125
H 3.099 -1.692 2.394 -0.015 -0.027 -0.031 0.093
O -2.527 -0.375 3.269 0.009 -0.003 -0.009 -0.196
H -0.531 -0.619 5.233 0.014 0.027 0.019 0.071
C -4.016 7.761 -5.652 0.000 -0.012 0.029 -0.117
O -1.454 6.242 -4.337 -0.059 0.025 -0.003 -0.194
H 0.019 -5.880 1.573 0.033 0.105 -0.020 0.108
H -1.353 1.332 3.160 -0.001 0.018 -0.024 0.092
```
Forces are in eV/Å.

---

The following is a DFT calculation (the ωB97M-V functional and the def2-TZVPD basis) of an isolated molecule of C8H16N2O5 in a non-equilibrium geometry.

Calculated values
Multiplicity: 1
Orbital gap (eV): 10.50
Highest occupied orbital energy (eV): -10.0
Structure (SMILES): C[C@@H](O)[C@H](N)C(=O)N[C@H](C(=O)O)[C@@H](C)O
Energy above the lowest of the compared OMol25 structures with the same formula, charge and spin (kJ/mol): 70.01
LUMO energy (Eh): 0.01678

```
31
Properties=species:S:1:pos:R:3:forces:R:3:lowdin_charge:R:1
H 2.500 -2.490 2.499 -0.342 -0.027 -0.116 0.085
C 1.713 -2.823 1.808 1.206 0.418 -1.331 -0.036
H 0.660 -0.210 -2.043 1.271 -0.774 0.351 0.037
H 0.512 -1.048 1.891 -0.108 0.619 0.610 0.131
O -0.095 0.316 -2.225 -1.487 1.236 0.081 -0.021
C -0.641 2.325 0.936 0.369 2.332 -0.026 -0.462
O -0.322 3.476 0.675 -0.498 -1.774 0.335 0.108
C -0.313 1.146 0.078 -0.278 -0.874 -1.207 -0.180
H 1.412 2.426 -2.687 -0.088 0.008 0.472 0.091
H 2.248 -3.453 1.029 -0.754 0.608 0.813 0.100
H -0.511 -3.020 0.506 0.746 1.191 -0.547 0.170
N -1.371 0.134 0.202 0.798 -0.417 0.410 0.111
H -0.045 -2.364 -1.925 -0.014 -0.010 -0.054 0.095
C 1.045 -1.597 1.143 -0.046 -1.386 -0.846 -0.396
C -0.023 -2.063 0.098 0.209 -1.264 0.519 -0.233
H -2.255 0.478 -0.116 -0.592 0.037 -0.241 0.149
O -1.300 2.048 2.064 -0.183 -0.719 0.265 0.125
O -2.241 -1.759 -0.634 0.474 0.026 0.206 0.082
H -1.486 1.080 2.092 0.075 0.683 -0.107 0.119
H 1.172 -3.175 -1.202 -0.249 0.300 0.147 0.099
H 1.229 3.197 -1.047 -0.053 -0.524 -0.573 0.087
H 2.140 -1.066 -0.390 -0.300 0.049 0.845 0.096
H 2.115 1.696 -1.220 -0.296 -0.261 -0.073 0.084
N 0.659 -2.290 -1.198 -0.085 -0.296 0.218 0.058
C 1.246 2.240 -1.612 0.095 0.910 0.135 -0.030
O 2.016 -0.772 0.545 0.331 0.164 -0.542 -0.064
C -1.262 -1.211 -0.161 -0.821 0.661 -0.269 -0.420
H 0.988 -3.409 2.329 -0.440 -0.521 0.372 0.065
H 0.607 0.717 0.447 0.353 -0.054 0.164 0.130
H -0.898 2.106 -1.786 -0.237 0.183 -0.064 0.151
C -0.076 1.506 -1.421 0.944 -0.523 0.055 -0.331
```
Forces are in eV/Å.

---

The following is a DFT calculation (the ωB97M-V functional and the def2-TZVPD basis) of a structure of composition C32H26FN9S3Sn in a non-equilibrium geometry.

Calculated values
Multiplicity: 1
Orbital gap (eV): 5.94
Highest occupied orbital energy (eV): -6.6
Energy above the lowest of the compared OMol25 structures with the same formula, charge and spin (kJ/mol): 360.47
LUMO energy (Eh): -0.02296

```
72
Properties=species:S:1:pos:R:3:forces:R:3:lowdin_charge:R:1
H -2.593 -3.274 -0.129 -0.094 0.106 0.026 0.124
H 1.909 6.493 -1.217 -0.023 0.061 0.060 0.105
H -0.280 -3.164 2.049 -0.071 -0.011 0.154 -0.110
S 1.652 0.021 -0.414 -0.037 0.040 0.033 0.564
H -6.623 -1.856 0.321 0.067 -0.002 -0.001 0.112
C -3.391 0.706 5.270 -0.021 0.004 -0.031 -0.025
C 0.123 3.728 0.569 -0.166 -0.300 0.040 -0.306
H 1.214 -2.302 2.359 0.071 0.024 0.105 -0.101
C 1.962 1.125 2.617 -0.188 -0.106 0.004 -0.137
H 2.566 5.584 -2.509 -0.008 0.001 -0.049 0.101
C -0.055 1.448 3.690 0.056 -0.231 -0.131 -0.229
C -4.674 -2.691 -0.042 -0.065 -0.053 -0.028 -0.038
N 2.205 5.602 -1.573 0.030 0.031 -0.009 0.151
H 1.342 2.497 -1.351 0.051 0.015 -0.018 0.030
C -2.678 1.310 0.099 -0.125 -0.058 -0.283 -0.152
C -1.600 -0.108 -1.508 -0.119 0.139 -0.097 -0.149
H 3.618 -4.947 -4.352 -0.079 -0.074 0.077 0.019
H -4.957 -0.457 4.361 0.068 0.012 -0.011 0.118
H -0.173 3.094 5.063 0.020 -0.047 -0.002 0.113
C 6.025 -3.020 -5.743 -0.010 -0.013 -0.010 -0.103
C 4.808 -1.789 -4.065 -0.097 -0.137 0.054 -0.031
H 6.404 -0.972 -5.225 -0.036 -0.042 0.044 0.100
H 4.639 -0.878 -3.518 0.008 0.048 0.051 0.092
C -1.440 0.956 3.916 -0.079 -0.201 -0.282 -0.179
S 1.866 -5.315 -2.665 0.029 0.027 -0.095 0.585
C -2.413 0.402 -2.521 0.183 -0.194 -0.030 -0.009
H 5.371 -5.037 -6.047 -0.018 0.023 0.052 0.104
C -5.580 -1.875 0.615 -0.019 0.036 0.067 -0.044
C -5.138 -1.075 1.659 -0.022 -0.002 0.014 -0.007
N -2.915 -1.879 1.348 -0.101 -0.013 -0.129 0.072
N 0.777 4.705 -0.044 -0.126 0.122 0.302 0.099
H 2.517 0.547 1.887 -0.085 0.040 0.054 0.048
H -0.859 -0.860 -1.763 -0.059 0.090 -0.025 0.058
N -0.504 2.960 1.184 0.643 0.714 -0.464 0.183
N 1.711 3.361 -1.733 -0.083 -0.278 -0.019 0.189
N -1.979 0.195 2.955 -0.310 0.040 0.249 0.094
C 1.534 4.524 -1.094 -0.268 -0.302 0.211 -0.516
C 0.457 2.526 4.392 0.034 0.053 0.092 -0.010
C 1.995 -1.430 -1.289 0.024 -0.479 -0.237 -1.061
H 6.810 -3.072 -6.487 -0.046 0.017 0.011 0.099
H -5.817 -0.414 2.180 0.000 -0.019 -0.018 0.115
C -3.966 -0.035 4.252 0.010 -0.011 -0.001 0.008
C -3.498 1.827 -0.901 0.036 0.005 0.192 -0.007
C 2.106 -3.716 -2.309 0.227 0.357 -0.073 -1.083
C -3.229 -0.281 3.102 0.246 0.128 -0.039 -0.180
C 4.223 -4.077 -4.523 -0.018 0.065 0.040 -0.045
C 0.128 -2.256 2.520 -0.169 0.183 -0.696 -0.325
N 0.680 0.787 2.787 -0.068 0.337 -0.198 0.023
H 3.589 2.414 3.129 -0.020 -0.019 0.005 0.112
S 1.109 -2.938 -1.103 0.128 0.100 0.101 0.930
N 2.928 -1.522 -2.171 0.122 -0.071 -0.226 -0.013
C 4.012 -2.910 -3.790 -0.054 0.180 0.133 -0.163
C -3.792 -1.111 1.995 0.229 -0.091 0.018 -0.230
C 5.801 -1.852 -5.029 -0.043 0.005 0.037 -0.092
C -2.120 1.221 5.097 0.005 0.077 0.130 0.009
H -2.779 1.691 1.105 -0.007 0.030 -0.047 0.077
H 2.391 3.273 -2.466 0.039 -0.043 0.027 0.110
H 2.184 3.751 4.717 -0.013 -0.031 -0.033 0.114
C -3.345 1.360 -2.191 0.001 0.003 0.077 -0.291
H -1.647 1.793 5.885 -0.045 -0.076 -0.078 0.114
F -4.140 1.860 -3.163 -0.016 0.023 -0.025 0.047
C 1.774 2.900 4.188 0.015 0.013 0.019 -0.039
H -4.984 -3.336 -0.855 0.030 0.048 0.043 0.111
Sn -0.480 -0.684 1.296 0.088 -0.182 0.097 1.060
H -4.241 2.589 -0.692 0.056 -0.043 -0.011 0.117
H -2.322 0.068 -3.549 -0.014 0.010 0.109 0.119
C 2.551 2.170 3.307 -0.050 0.008 0.044 -0.032
C -3.348 -2.658 0.357 0.175 0.103 0.209 -0.099
C 5.224 -4.119 -5.488 -0.054 0.007 0.057 -0.085
N 3.000 -2.786 -2.760 -0.069 0.034 0.021 -0.123
H -3.923 0.866 6.200 0.011 0.027 -0.066 0.117
C -1.721 0.343 -0.196 0.294 -0.258 0.400 -0.333
```
Forces are in eV/Å.